# 1
The following is a quantum chemistry calculation of a molecular structure, C33H33ClN5Se2Te2Y, from OMol25.

Output
Total charge: -2
Energy above the lowest of the compared OMol25 structures with the same formula, charge and spin in eV: 0.563
HOMO-LUMO gap (alpha / beta) in eV: 2.9312 / 2.9298
E_LUMO (alpha / beta) in eV: 3.2 / 3.2

Element x y z (Å)
Y 1.27 0.84 1.49
Se 0.82 1.24 4.47
Te 1.42 3.62 4.80
Te 1.10 4.98 2.20
Se 3.32 5.12 1.04
N 3.71 1.76 1.91
C 4.65 0.83 1.39
C 5.81 1.26 0.79
C 6.60 0.29 0.17
C 6.38 -1.04 0.26
C 5.16 -1.48 0.93
C 4.73 -2.80 1.07
C 3.54 -3.12 1.71
C 2.73 -2.09 2.15
N 3.06 -0.77 2.04
C 4.31 -0.51 1.43
H 3.79 2.75 1.69
H 3.47 1.63 2.92
H 5.97 2.35 0.74
H 7.46 0.59 -0.35
H 7.07 -1.74 -0.18
H 5.38 -3.55 0.68
H 3.24 -4.08 1.93
H 1.70 -2.21 2.41
C -1.32 2.03 0.01
C -1.00 3.36 0.72
C -2.09 3.62 1.82
C -1.08 4.49 -0.31
C 0.47 3.21 1.26
H -2.34 2.11 -0.36
H -1.39 1.21 0.77
H -0.60 1.70 -0.70
H -3.05 3.80 1.34
H -1.86 4.48 2.48
H -2.17 2.74 2.47
H -2.09 4.83 -0.50
H -0.68 4.17 -1.29
H -0.49 5.43 -0.16
H 1.07 3.45 0.30
N -3.39 -3.57 -1.23
C -4.69 -3.83 -1.58
C -5.29 -4.22 -2.79
C -6.69 -4.36 -2.85
C -7.42 -3.94 -1.69
C -6.90 -3.54 -0.51
C -5.47 -3.46 -0.38
N -4.68 -2.99 0.60
C -3.40 -2.96 0.09
C -2.21 -2.53 0.62
C -2.25 -1.66 1.88
C -1.11 -0.96 2.11
N 0.02 -1.00 1.36
C 0.22 -2.14 0.48
C -0.85 -2.83 0.09
H -2.60 -3.41 -1.91
H -4.72 -4.41 -3.62
H -7.21 -4.52 -3.76
H -8.52 -4.04 -1.74
H -7.55 -3.34 0.36
H -3.04 -1.34 2.52
H -1.05 -0.39 3.04
H 1.25 -2.30 0.12
H -0.75 -3.71 -0.58
Cl -1.51 2.30 -5.26
C -0.50 1.79 -3.87
C 0.56 2.57 -3.51
C 1.48 2.21 -2.52
C 1.38 0.93 -1.85
C 2.27 0.47 -0.76
C 0.21 0.18 -2.28
C -0.74 0.61 -3.14
H 0.79 3.50 -4.07
H 2.36 2.77 -2.29
H 3.23 0.93 -0.92
H 2.30 -0.62 -0.72
H -0.04 -0.64 -1.65
H -1.56 -0.06 -3.33


# 2
The following is a quantum chemistry calculation of 3 unconnected molecules or ions with the total composition C33H33FIN5O3S2, from OMol25.

Output
Total charge: 0
Energy above the lowest of the compared OMol25 structures with the same formula, charge and spin in eV: 0.000
HOMO-LUMO gap in eV: 7.5565
E_LUMO in eV: -1.4

Element x y z (Å)
C -0.24 3.48 1.03
C -1.66 2.78 0.82
N -1.95 1.76 1.86
C -1.34 0.48 1.47
C -0.78 -0.35 2.73
C 0.79 -0.46 2.59
C 1.29 -1.28 1.63
F 0.49 -2.05 0.82
C 2.85 -1.36 1.45
O 3.42 -2.38 1.18
C 3.57 0.02 1.68
C 4.71 0.44 0.89
C 5.33 -0.42 -0.28
C 5.10 0.46 -1.61
C 5.21 -0.40 -2.94
S 6.68 0.24 -3.88
C 6.13 0.27 -5.63
S 4.89 1.25 -6.06
N 6.79 -0.59 -6.58
C 6.73 -1.98 -6.68
C 7.64 -2.24 -7.81
N 8.14 -1.04 -8.32
C 7.61 -0.04 -7.57
C 5.34 1.75 1.19
C 4.80 2.62 2.24
C 3.60 2.23 3.03
I 2.80 3.58 4.51
C 3.03 0.93 2.74
C 1.76 0.39 3.49
O 1.53 0.60 4.65
C -3.35 1.67 2.19
C -4.32 0.53 1.75
O -3.83 2.60 2.83
H 0.11 3.89 0.04
H -0.32 4.33 1.75
H 0.53 2.72 1.33
H -2.44 3.58 0.80
H -1.67 2.25 -0.18
H -0.41 0.74 0.88
H -1.96 -0.16 0.79
H -1.26 -1.36 2.82
H -0.97 0.27 3.65
H 6.43 -0.56 -0.09
H 4.79 -1.38 -0.43
H 5.90 1.24 -1.64
H 4.06 0.87 -1.52
H 5.25 -1.51 -2.78
H 4.31 -0.15 -3.57
H 6.15 -2.71 -6.08
H 7.86 -3.26 -8.16
H 7.79 1.05 -7.66
H 6.23 2.14 0.64
H 5.25 3.62 2.45
H -4.33 -0.33 2.48
H -3.99 0.16 0.73
H -5.35 0.95 1.59
C -5.49 -0.59 -3.91
C -6.20 -0.85 -2.75
C -5.56 -0.66 -1.53
N -4.30 -0.23 -1.41
C -3.63 0.01 -2.55
C -4.18 -0.15 -3.81
H -5.95 -0.73 -4.88
H -7.22 -1.20 -2.79
H -6.08 -0.84 -0.60
H -2.61 0.35 -2.42
H -3.59 0.07 -4.69
C -7.65 -2.98 5.79
C -8.20 -3.07 4.52
C -7.72 -2.23 3.53
N -6.75 -1.33 3.73
C -6.24 -1.26 4.96
C -6.65 -2.05 6.02
H -8.00 -3.62 6.59
H -8.99 -3.78 4.31
H -8.12 -2.27 2.52
H -5.45 -0.51 5.09
H -6.19 -1.95 6.99


# 3
The following is a quantum chemistry calculation of a molecular structure, C33H33N6ReS2SeSi, from OMol25.

Output
Total charge: +1
Expectation value of S²: 3.815
Energy above the lowest of the compared OMol25 structures with the same formula, charge and spin in eV: 0.169
HOMO-LUMO gap (alpha / beta) in eV: 6.6899 / 5.9799
Spin multiplicity: 4
E_LUMO (alpha / beta) in eV: -3.2 / -4.3

Element x y z (Å)
Re 0.23 -0.11 0.53
C -2.57 1.26 0.37
N -2.00 -0.04 0.81
C -2.53 -1.10 -0.10
C -1.71 -2.35 0.07
N -0.30 -2.10 -0.38
C 0.55 -3.20 0.17
C -0.25 -2.11 -1.85
C -0.39 -3.31 -2.55
C -0.35 -3.33 -3.93
C -0.19 -2.14 -4.63
C -0.07 -0.95 -3.95
C -0.10 -0.92 -2.55
S 0.05 0.64 -1.74
C -2.42 -0.34 2.20
C -3.76 -0.19 2.56
C -4.18 -0.48 3.85
C -3.26 -0.93 4.79
C -1.93 -1.09 4.43
C -1.50 -0.80 3.13
S 0.21 -1.02 2.75
H -3.65 1.21 0.29
H -2.16 1.51 -0.60
H -2.30 2.04 1.08
H -2.45 -0.73 -1.12
H -3.58 -1.30 0.13
H -2.14 -3.17 -0.51
H -1.67 -2.65 1.12
H 0.11 -4.17 -0.06
H 0.62 -3.09 1.24
H 1.54 -3.15 -0.28
H -0.53 -4.24 -2.01
H -0.45 -4.27 -4.45
H -0.16 -2.15 -5.71
H 0.04 -0.02 -4.49
H -4.49 0.15 1.84
H -5.22 -0.35 4.12
H -3.57 -1.16 5.79
H -1.21 -1.45 5.15
Se 6.68 2.83 3.52
N 6.37 1.71 2.17
C 5.07 1.60 2.05
C 4.42 0.74 1.08
C 5.11 -0.07 0.19
C 4.39 -0.86 -0.69
C 3.01 -0.87 -0.61
N 2.33 -0.12 0.27
C 3.02 0.73 1.06
C 2.27 1.63 1.88
N 0.84 1.78 1.56
C 0.06 2.13 2.76
C 0.62 2.78 3.79
C 2.02 3.01 3.84
C 2.83 2.37 2.90
C 4.29 2.37 2.98
N 4.96 3.09 3.85
H 6.19 -0.07 0.19
H 4.88 -1.49 -1.41
H 2.41 -1.49 -1.26
H -1.00 1.95 2.66
H -0.01 3.09 4.61
H 2.47 3.60 4.63
C 1.81 5.13 -2.53
Si 0.33 5.06 -1.42
C 0.21 6.59 -0.36
C -1.24 4.72 -2.36
C 0.55 3.66 -0.21
C 0.67 2.82 0.64
H 1.79 6.04 -3.13
H 1.84 4.28 -3.22
H 2.74 5.12 -1.95
H 0.11 7.49 -0.97
H 1.10 6.70 0.25
H -0.65 6.54 0.31
H -1.46 5.54 -3.04
H -2.09 4.60 -1.68
H -1.14 3.80 -2.95


# 4
The following is a quantum chemistry calculation of a molecular structure, C33H34CaN11O4, from OMol25.

Output
Total charge: -1
Energy above the lowest of the compared OMol25 structures with the same formula, charge and spin in eV: 0.472
HOMO-LUMO gap in eV: 7.1691
E_LUMO in eV: 2.3

Element x y z (Å)
Ca 0.09 -0.15 -0.53
C 4.18 -2.00 0.42
O 4.07 -3.05 -0.53
C 2.86 -3.62 -0.87
C 2.98 -4.86 -1.47
C 1.87 -5.57 -1.91
C 0.62 -5.01 -1.74
C 0.46 -3.75 -1.15
C -0.91 -3.24 -1.08
N -1.25 -2.06 -0.73
N -2.61 -1.79 -0.78
C -2.86 -0.56 -0.39
O -2.02 0.30 0.05
C -4.29 -0.12 -0.52
C -5.27 -0.94 -1.08
C -6.57 -0.49 -1.19
C -6.92 0.78 -0.75
C -5.95 1.60 -0.20
C -4.64 1.15 -0.09
C 1.59 -3.02 -0.68
O 1.48 -1.84 -0.11
H 5.25 -1.85 0.55
H 3.74 -2.29 1.39
H 3.72 -1.08 0.09
H 3.98 -5.26 -1.58
H 1.99 -6.54 -2.38
H -0.26 -5.53 -2.09
H -1.70 -3.94 -1.39
H -4.98 -1.92 -1.43
H -7.32 -1.13 -1.64
H -7.94 1.13 -0.84
H -6.21 2.60 0.12
H -3.85 1.79 0.30
N 2.98 -0.20 -2.41
C 3.45 1.07 -2.24
C 4.35 1.61 -3.15
C 4.94 2.86 -2.94
C 4.67 3.59 -1.82
C 3.73 3.09 -0.88
C 3.40 3.80 0.30
C 2.48 3.29 1.16
C 1.83 2.09 0.81
N 2.12 1.39 -0.26
C 3.09 1.85 -1.10
H 3.02 -0.61 -3.33
H 2.28 -0.59 -1.81
H 4.62 1.03 -4.02
H 5.64 3.24 -3.67
H 5.14 4.55 -1.63
H 3.90 4.74 0.50
H 2.21 3.80 2.07
H 1.04 1.73 1.46
N 1.83 -0.45 3.03
C 1.56 -1.82 3.49
C 0.09 -2.20 3.52
N -0.51 -1.97 2.21
H 0.98 0.11 3.05
H 2.15 -0.46 2.07
H 1.99 -1.97 4.48
H 2.07 -2.52 2.82
H -0.43 -1.59 4.27
H 0.02 -3.24 3.85
H -1.35 -2.51 2.04
H 0.15 -2.17 1.46
O -0.27 0.20 -2.75
N -1.12 0.73 -3.53
C -1.48 1.96 -3.22
C -0.90 2.63 -2.10
N -0.43 3.17 -1.19
C -2.43 2.63 -4.04
N -3.19 3.22 -4.68
C -2.62 0.36 3.05
C -2.15 1.75 2.79
N -0.91 2.16 2.70
C -0.97 3.51 2.46
C -2.26 3.92 2.40
N -3.01 2.79 2.62
H -1.87 -0.34 2.68
H -3.56 0.17 2.53
H -2.77 0.20 4.12
H -0.09 4.11 2.31
H -2.71 4.88 2.20
H -4.01 2.71 2.59


# 5
The following is a quantum chemistry calculation of a gas-phase ion, C33H34F3N6O3 (charge +1), from OMol25.

Output
Total charge: +1
HOMO-LUMO gap in eV: 7.3937
E_LUMO in eV: -3.3

Element x y z (Å)
C 5.72 -1.39 1.27
C 4.61 -2.42 1.19
N 3.27 -1.94 1.60
C 2.70 -0.93 0.68
C 1.28 -0.54 1.12
N 1.23 -0.04 2.47
C 1.74 1.30 2.68
C 1.12 2.31 1.75
C -0.27 2.36 1.64
C -0.90 3.29 0.84
C -0.15 4.20 0.09
N -0.69 5.19 -0.71
C -1.94 5.44 -1.23
O -2.18 6.55 -1.65
C -2.93 4.34 -1.32
C -4.28 4.66 -1.17
C -5.25 3.70 -1.37
C -4.91 2.40 -1.73
C -5.98 1.37 -1.95
C -3.55 2.09 -1.90
N -3.21 0.78 -2.27
C -2.08 0.11 -1.94
O -1.14 0.57 -1.32
C -2.08 -1.33 -2.36
C -2.67 -1.82 -3.52
C -2.60 -3.17 -3.81
C -1.95 -4.05 -2.95
C -1.34 -3.57 -1.80
C -0.62 -4.42 -0.86
C -1.04 -5.75 -0.53
N -0.44 -6.46 0.36
N 0.59 -5.95 1.01
C 1.12 -4.71 0.82
O 2.05 -4.31 1.54
C 0.49 -3.95 -0.21
C -1.42 -2.21 -1.52
C -2.57 3.05 -1.70
C 1.24 4.17 0.21
C 1.86 3.24 1.02
C 3.36 3.29 1.12
F 3.81 3.47 2.37
F 3.95 2.12 0.71
F 3.92 4.24 0.38
C 1.79 -1.03 3.36
C 3.23 -1.43 2.99
H 5.93 -1.09 2.29
H 6.63 -1.82 0.86
H 5.49 -0.50 0.68
H 4.85 -3.27 1.83
H 4.52 -2.79 0.17
H 2.65 -2.82 1.57
H 2.68 -1.35 -0.33
H 3.34 -0.05 0.67
H 0.88 0.20 0.43
H 0.63 -1.42 1.09
H 2.84 1.34 2.62
H 1.47 1.58 3.71
H -0.85 1.66 2.21
H -1.98 3.32 0.80
H -0.06 5.97 -0.89
H -4.55 5.67 -0.90
H -6.29 3.96 -1.24
H -6.01 1.06 -2.99
H -6.95 1.78 -1.69
H -5.81 0.49 -1.32
H -3.96 0.24 -2.69
H -3.16 -1.15 -4.22
H -3.05 -3.55 -4.71
H -1.89 -5.10 -3.20
H -1.89 -6.21 -1.00
H 1.00 -6.56 1.72
H 0.90 -2.98 -0.46
H -0.99 -1.80 -0.61
H -1.54 2.79 -1.86
H 1.84 4.88 -0.34
H 1.79 -0.64 4.38
H 1.16 -1.92 3.34
H 3.89 -0.56 3.06
H 3.59 -2.21 3.66


# 6
The following is a quantum chemistry calculation of a molecular structure, C33H34N5O4RuS4, from OMol25.

Output
Total charge: 0
Expectation value of S²: 8.768
Energy above the lowest of the compared OMol25 structures with the same formula, charge and spin in eV: 0.489
HOMO-LUMO gap (alpha / beta) in eV: 5.8108 / 6.3448
Spin multiplicity: 6
E_LUMO (alpha / beta) in eV: 0.1 / -0.5

Element x y z (Å)
Ru -1.23 0.36 1.66
S -4.15 -1.58 4.84
C -3.27 -0.83 3.69
S -1.78 0.04 4.01
S -3.61 -0.81 1.99
C 3.25 0.29 -2.66
O 2.97 -0.67 -1.65
C 3.01 -1.99 -2.00
C 3.57 -2.46 -3.19
C 3.61 -3.82 -3.45
C 3.07 -4.73 -2.54
C 2.48 -4.25 -1.39
C 2.43 -2.90 -1.11
N 1.83 -2.46 0.10
C 0.67 -1.72 0.20
N 0.16 -1.32 -0.98
C -0.97 -0.56 -1.32
C -1.84 0.04 -0.41
C -2.94 0.72 -0.95
C -3.13 0.86 -2.32
C -2.23 0.29 -3.21
C -1.16 -0.43 -2.70
O -0.21 -1.00 -3.54
C -0.68 -2.18 -4.19
N 0.14 -1.44 1.36
C 0.63 -2.16 2.49
C 1.30 -1.51 3.52
C 1.77 -2.21 4.62
C 1.56 -3.58 4.71
C 0.86 -4.23 3.70
C 0.38 -3.53 2.60
O -0.27 -4.23 1.62
C -1.66 -3.89 1.47
H 3.06 1.26 -2.21
H 2.59 0.14 -3.52
H 4.29 0.23 -2.98
H 4.00 -1.77 -3.90
H 4.06 -4.17 -4.36
H 3.10 -5.79 -2.74
H 2.01 -4.94 -0.68
H 2.03 -3.02 0.92
H 0.69 -1.59 -1.80
H -3.66 1.15 -0.27
H -3.99 1.40 -2.70
H -2.34 0.39 -4.28
H 0.13 -2.54 -4.82
H -1.56 -1.97 -4.81
H -0.94 -2.95 -3.46
H 1.43 -0.44 3.47
H 2.28 -1.68 5.41
H 1.91 -4.13 5.56
H 0.66 -5.30 3.75
H -2.13 -4.76 0.99
H -1.80 -3.01 0.85
H -2.13 -3.72 2.44
S 3.15 2.50 0.81
C 1.97 1.28 1.06
N 0.79 1.49 0.57
C 0.78 2.69 -0.13
C -0.31 3.16 -0.88
C -0.17 4.37 -1.53
C 1.02 5.10 -1.46
C 2.11 4.63 -0.76
C 1.98 3.40 -0.10
H 2.21 0.39 1.63
H -1.22 2.57 -0.94
H -1.00 4.75 -2.12
H 1.10 6.04 -1.98
H 3.04 5.18 -0.72
C -4.05 4.20 1.70
N -2.69 4.71 1.80
C -2.46 6.12 1.56
C -1.68 3.86 1.98
O -1.82 2.65 2.11
H -4.73 4.92 2.15
H -4.11 3.25 2.22
H -4.33 4.05 0.65
H -3.00 6.72 2.29
H -2.79 6.40 0.56
H -1.40 6.34 1.65
H -0.69 4.34 2.02